# 1
76
Properties=species:S:1:pos:R:3:forces:R:3:mulliken_spin:R:1 method="wB97M-V/def2-TZVPD" charge=+3 s_squared=3.8253 e_homo_ev="-14.59 / -14.58" multiplicity=4
C -6.4667 -0.3648 3.5932 -0.4 0.2 0.2 0.000
C -5.4291 -0.9549 2.7206 1.2 -0.9 -0.2 0.001
C -4.6121 -2.0525 2.9567 -0.3 0.5 -0.7 0.000
C -3.6707 -2.2731 1.9040 -0.2 0.5 -0.1 0.001
C -3.7163 -1.3003 0.9286 -0.1 -0.9 1.5 0.002
B -1.5441 -0.0859 0.9339 -1.4 0.1 1.4 -0.015
C -2.5538 -0.9599 0.0352 -0.3 1.0 -1.7 0.004
C -1.9815 -2.1243 -0.6266 -0.7 -0.8 -0.9 0.022
C -2.4348 -2.3634 -1.9012 1.1 -0.8 0.6 -0.020
C -3.3418 -1.4179 -2.3940 0.3 1.5 0.6 0.002
C -4.0393 -1.5172 -3.6868 -0.4 -0.3 -0.1 0.004
S -3.4839 -0.0844 -1.3639 0.2 -0.8 0.1 0.008
O -1.7464 1.2591 1.0936 0.5 -1.0 -0.6 0.005
C -1.1015 1.6392 2.3404 0.0 0.1 0.3 0.006
C -0.2782 2.8788 2.0253 0.1 0.1 0.2 -0.001
C -2.2493 1.9566 3.2919 -0.1 0.0 0.0 0.001
C -0.2702 0.3417 2.7598 0.1 0.2 0.2 -0.004
C 1.2149 0.4128 2.4678 0.5 0.0 -0.1 -0.004
C -0.4184 -0.1277 4.1915 -0.3 0.2 0.3 0.001
O -0.8237 -0.7026 1.9217 -0.1 0.3 -1.4 0.011
S -5.0059 -0.2046 1.2159 -0.2 0.2 0.7 0.000
H -6.6583 -1.0074 4.4540 0.0 0.0 -0.1 0.000
H -6.1253 0.6073 3.9669 -0.2 -0.1 0.0 0.000
H -7.4082 -0.2166 3.0552 0.1 0.0 0.1 0.000
H -4.6644 -2.6726 3.8466 -0.2 0.1 -0.2 0.000
H -2.9741 -3.0970 1.8369 0.1 0.1 0.4 0.000
H -1.3247 -2.7745 -0.0574 0.0 0.0 -0.2 -0.001
H -2.1312 -3.1875 -2.5459 -0.1 0.0 0.4 -0.001
H -3.9729 -2.5516 -4.0364 -0.1 0.2 -0.1 -0.001
H -5.0924 -1.2413 -3.5556 0.2 0.0 -0.2 0.000
H -3.5800 -0.8669 -4.4437 -0.1 0.0 0.2 -0.001
H 0.3342 3.1577 2.8912 -0.1 0.0 -0.2 0.000
H 0.3789 2.7234 1.1575 -0.1 0.0 0.2 0.000
H -0.9534 3.7148 1.7970 0.2 -0.2 0.1 0.000
H -1.8772 2.3321 4.2527 -0.1 -0.1 -0.2 0.000
H -2.8820 2.7273 2.8321 0.2 -0.2 0.1 0.000
H -2.8768 1.0672 3.4527 0.2 0.3 0.0 0.000
H 1.6999 1.1640 3.1002 -0.1 0.0 -0.1 0.000
H 1.6623 -0.5592 2.7121 -0.1 0.1 0.0 -0.001
H 1.4330 0.6140 1.4164 -0.2 0.2 0.5 0.005
H 0.0428 0.6082 4.8590 -0.1 -0.2 0.0 0.000
H -1.4687 -0.2644 4.4683 0.3 0.0 0.0 0.000
H 0.1015 -1.0879 4.3083 -0.1 0.3 0.0 0.000
O 7.5231 -1.0646 -3.2433 -2.9 2.0 4.1 0.068
C 6.8976 -0.5829 -2.3850 3.4 -3.4 -5.4 -0.111
Cr 5.9228 0.4867 -1.1437 0.9 0.3 0.6 2.292
C 5.0348 1.1548 -2.6714 -2.5 2.1 -5.9 -0.113
O 4.6564 1.5644 -3.6947 1.4 -1.7 4.5 0.049
C 7.2935 1.7532 -1.5518 5.4 5.0 -2.5 -0.135
O 8.1190 2.4570 -1.9757 -3.9 -3.3 2.2 0.112
C 6.4975 -0.1223 0.8565 0.6 -0.5 0.9 -0.002
C 5.8424 -1.1736 0.2070 0.1 -0.6 0.3 0.027
C 4.5840 -0.9525 -0.3842 -1.1 -1.2 -0.4 -0.072
C 3.8479 0.2416 -0.1549 -1.9 -0.1 -0.4 0.058
C 2.4782 0.3438 -0.5693 0.0 0.0 -0.2 0.192
C 1.2711 0.3897 -0.8770 1.9 -0.2 0.4 -0.011
C -0.0250 0.4980 -1.3262 0.4 1.0 -1.3 0.313
C -0.2836 0.2418 -2.7218 0.2 -0.3 -0.4 0.093
C -1.2700 0.9769 -3.4261 -0.2 0.2 0.4 0.108
C -1.4938 0.7710 -4.7757 -0.1 0.1 -0.2 -0.043
C -0.7710 -0.2084 -5.4754 0.0 0.1 0.4 0.145
C 0.2258 -0.9335 -4.8044 0.1 0.1 0.2 -0.054
C 0.4972 -0.6760 -3.4634 0.0 -0.2 -0.2 0.111
C 4.6322 1.3421 0.3057 -1.0 1.0 0.6 -0.055
C 5.8995 1.1454 0.8894 0.0 0.4 0.5 0.034
H 7.4884 -0.2782 1.2883 -0.3 0.1 -0.1 -0.005
H 6.3175 -2.1546 0.1194 -0.1 0.3 -0.1 -0.005
H 4.1111 -1.7399 -0.9753 0.1 0.1 0.4 -0.009
H -0.7138 1.1717 -0.8213 0.3 0.0 0.1 -0.004
H -1.8364 1.7416 -2.8838 0.2 -0.3 -0.3 -0.001
H -2.2428 1.3810 -5.2937 0.3 -0.3 0.2 0.001
H -0.9754 -0.3901 -6.5292 0.1 0.0 0.2 0.003
H 0.7978 -1.6902 -5.3406 -0.1 0.2 0.1 0.001
H 1.3227 -1.1791 -2.9519 -0.4 -0.1 -0.2 0.005
H 4.2103 2.3497 0.2615 0.1 -0.4 0.2 -0.007
H 6.4307 1.9918 1.3360 -0.2 -0.3 -0.3 -0.008

---

# 2
79
Properties=species:S:1:pos:R:3:forces:R:3:mulliken_spin:R:1 method="wB97M-V/def2-TZVPD" s_squared=2.0358 e_homo_ev="-5.13 / -8.14" multiplicity=3
Ti 0.2571 0.0216 -0.1031 -0.6 0.3 0.8 0.929
C -3.6691 -0.7414 2.3677 0.0 0.0 -0.1 0.000
C -2.4137 0.1030 2.3274 -0.2 0.0 0.1 -0.015
C -2.4893 1.4668 2.0474 -0.2 0.1 0.1 -0.006
C -3.7502 2.0652 1.4637 0.1 0.0 0.1 -0.003
C -1.4068 2.3089 2.3388 -0.2 0.2 0.1 -0.012
C -1.5498 3.7929 2.0893 0.0 -0.1 0.0 -0.001
C -0.2384 1.7665 2.8563 0.4 0.0 0.1 0.042
C 0.7989 2.6232 3.5639 0.0 -0.1 -0.2 0.001
C -0.0660 0.3703 2.8439 0.3 0.0 0.3 -0.008
C 1.2452 -0.2361 3.3034 -0.1 0.1 0.1 0.014
C -1.1678 -0.4651 2.6288 -0.1 -0.1 0.0 -0.007
C -1.0210 -1.9469 2.8725 0.0 0.0 0.0 0.006
H -3.8112 -1.3398 1.4610 0.0 0.0 0.1 0.001
H -4.5514 -0.1175 2.4987 0.0 0.0 0.0 0.000
H -3.6365 -1.4239 3.2166 0.0 0.0 0.0 0.000
H -3.5031 2.8164 0.7101 0.0 -0.1 0.0 0.000
H -4.3571 2.5635 2.2299 0.0 0.0 -0.1 0.000
H -4.3662 1.3110 0.9779 0.0 0.0 0.0 0.000
H -2.3706 4.2280 2.6660 0.0 0.0 0.0 0.000
H -1.7670 3.9702 1.0306 0.0 0.0 0.1 0.001
H -0.6384 4.3403 2.3206 -0.1 0.0 0.0 0.000
H 1.7097 2.7887 2.9811 -0.1 0.0 0.1 0.001
H 1.0860 2.1390 4.4985 0.0 0.0 0.0 0.000
H 0.3877 3.5969 3.8232 0.1 0.0 0.0 0.000
H 1.5477 -1.0487 2.6498 0.0 -0.1 0.0 0.002
H 1.1516 -0.6461 4.3151 0.0 0.0 0.0 -0.001
H 2.0486 0.4989 3.3058 0.0 0.0 0.0 0.001
H -0.8303 -2.1427 3.9333 0.0 0.0 0.0 0.000
H -0.1797 -2.3516 2.3097 0.0 0.0 0.0 0.004
H -1.9110 -2.4996 2.5804 0.0 0.0 0.0 -0.001
Cl -4.7209 0.7942 -4.8062 0.0 0.0 0.1 0.000
C -3.6055 1.0045 -3.5089 -0.1 0.0 -0.1 0.000
C -3.3576 -0.0401 -2.6209 -0.2 -0.2 -0.1 0.004
Cl -4.1413 -1.5627 -2.8141 0.0 0.1 0.0 0.000
C -2.4547 0.1365 -1.5960 0.3 -0.1 0.3 -0.013
Cl -1.9959 -1.2064 -0.5630 -0.6 0.2 -0.4 -0.016
C -1.7764 1.3526 -1.3870 0.0 -0.2 0.6 0.003
O -0.9156 1.4902 -0.3890 -1.3 0.8 -1.0 0.036
C -2.0396 2.3778 -2.2936 0.3 0.3 0.1 0.007
Cl -1.1501 3.8455 -2.0990 -0.1 0.0 0.0 0.000
C -2.9225 2.2076 -3.3482 -0.2 0.0 -0.2 0.001
Cl -3.1627 3.4855 -4.4755 0.0 0.0 0.0 0.000
C 4.7187 -6.0879 -0.6014 -0.2 0.0 0.1 0.008
O 3.8795 -5.2529 0.1786 0.1 0.0 -0.1 0.022
C 2.9835 -4.4708 -0.4999 -0.1 0.0 0.0 0.172
C 2.6481 -4.6355 -1.8371 -0.1 0.0 -0.2 -0.113
C 1.7814 -3.7338 -2.4468 0.0 -0.1 0.1 0.259
C 1.2493 -2.6085 -1.7741 0.1 0.3 0.1 -0.105
C 0.5934 -1.5519 -2.4736 0.0 0.2 0.2 0.503
C 0.0516 -1.7067 -3.8594 -0.1 0.0 0.1 -0.005
O 0.4679 -0.3185 -1.9454 0.5 -0.8 -1.1 0.070
C 1.5238 -2.5486 -0.3596 -0.4 0.2 0.0 0.192
O 0.9485 -1.5780 0.4066 1.0 -1.9 0.1 0.027
C 2.3645 -3.4599 0.2398 0.2 0.1 0.2 -0.107
H 5.4757 -6.4762 0.0739 0.0 0.0 0.0 0.000
H 5.2012 -5.5243 -1.4031 0.0 0.0 0.0 -0.003
H 4.1655 -6.9251 -1.0348 0.0 0.0 0.0 0.001
H 3.0626 -5.4503 -2.4195 -0.1 0.1 0.0 -0.008
H 1.5439 -3.8826 -3.4931 0.1 0.0 0.1 0.031
H 0.7191 -2.2719 -4.5170 -0.1 0.1 0.0 0.004
H -0.1047 -0.7141 -4.2827 0.0 0.0 0.0 0.013
H -0.9193 -2.2241 -3.8455 0.1 0.0 -0.1 0.019
H 2.5729 -3.3711 1.3022 0.0 0.0 -0.1 -0.009
N 4.2554 1.0309 0.0285 0.6 0.4 0.0 0.007
C 3.1599 0.3000 -0.2245 0.4 -0.2 -0.2 0.050
N 2.0704 0.9866 -0.0568 0.4 1.1 0.2 -0.022
C 2.4708 2.2895 0.2775 -0.5 -0.4 -0.1 0.028
C 1.7092 3.4333 0.4928 -0.3 -0.1 -0.1 -0.014
C 2.3841 4.5771 0.8423 0.3 0.3 0.0 0.001
C 3.7899 4.5933 0.9736 -0.3 0.1 0.0 -0.001
C 4.5464 3.4718 0.7235 0.2 -0.1 0.0 0.002
C 3.8498 2.3247 0.3553 0.4 -0.4 0.0 -0.003
H 5.1996 0.7075 -0.0924 0.0 0.0 0.1 0.000
H 3.2162 -0.7228 -0.5768 -0.1 0.0 0.2 0.004
H 0.6298 3.4025 0.3875 0.1 0.0 0.0 0.005
H 1.8248 5.4894 1.0160 0.1 0.0 0.0 0.000
H 4.2866 5.5065 1.2739 0.0 0.0 0.0 0.000
H 5.6275 3.4851 0.8050 -0.1 0.0 0.0 0.000

---

# 3
71
Properties=species:S:1:pos:R:3:forces:R:3:lowdin_charge:R:1 method="wB97M-V/def2-TZVPD" charge=+1 e_homo_ev=-7.99 multiplicity=1
C 5.4270 -0.7849 4.7916 0.1 -0.1 0.2 -0.049
C 4.0221 -0.2684 4.6000 -0.4 -0.2 -0.4 -0.267
C 3.2110 -0.8223 3.6193 -0.1 0.8 0.5 0.007
C 1.9487 -0.2209 3.2777 0.7 0.0 0.4 -0.231
C 1.2983 -0.7125 2.1666 -0.6 -0.4 -0.3 -0.011
C 1.4639 0.8539 4.0984 1.7 -1.0 -0.3 -0.124
N 0.1461 1.2828 3.8865 -1.9 0.6 -0.9 0.051
C -0.9104 0.4871 3.5648 -0.4 0.6 2.7 0.022
N -2.0411 1.1313 3.9599 1.1 0.9 -0.9 0.025
C -3.3620 0.6120 4.1507 -1.3 0.1 0.3 -0.124
C -3.6075 -0.3777 5.1159 -0.1 0.3 -0.2 -0.187
C -2.4618 -0.9558 5.8893 0.0 -0.5 0.3 -0.026
C -4.9368 -0.7312 5.3816 0.2 0.1 -0.2 0.009
C -6.0219 -0.0921 4.7688 0.3 0.3 0.0 -0.245
C -7.4381 -0.5408 5.0333 -0.1 -0.1 -0.1 -0.041
C -5.7470 0.9606 3.8907 0.2 -0.3 0.1 0.010
C -4.4319 1.3042 3.5666 0.1 -0.4 0.3 -0.202
C -4.1902 2.4106 2.6069 -0.4 0.3 -0.6 -0.041
C -1.6927 2.4642 4.2380 -1.1 -0.9 0.5 0.005
C -0.3654 2.5598 4.1651 0.8 -0.7 0.1 0.002
C 2.2283 1.3261 5.1683 0.4 -0.4 -0.2 -0.196
C 1.7120 2.3431 6.1354 0.2 0.3 0.6 -0.051
C 3.5113 0.7829 5.3866 -0.3 0.3 -0.1 -0.004
H 5.9231 -0.2591 5.6174 -0.1 -0.2 -0.2 0.078
H 5.4239 -1.8626 5.0132 0.0 0.3 0.0 0.086
H 6.0222 -0.6500 3.8737 -0.2 0.0 0.3 0.088
H 3.5432 -1.6967 3.0511 -0.1 0.4 0.1 0.125
H -0.8761 -0.5854 3.4416 0.2 0.2 -0.3 0.152
H 0.3775 -0.2619 1.7736 0.6 -0.5 0.0 0.059
H 1.6818 -1.6500 1.7770 -0.3 0.4 0.0 0.027
H -2.8390 -1.7540 6.5380 0.2 0.1 -0.1 0.088
H -1.7050 -1.3917 5.2262 -0.1 0.0 0.3 0.073
H -1.9847 -0.1979 6.5328 -0.1 -0.2 -0.3 0.100
H -5.1385 -1.5203 6.1045 0.1 0.1 -0.1 0.126
H -8.1278 -0.0795 4.3100 0.2 -0.3 0.2 0.082
H -7.4750 -1.6373 4.9356 -0.2 0.4 0.0 0.090
H -7.8119 -0.2879 6.0389 0.3 0.0 -0.3 0.092
H -6.5566 1.5340 3.4262 0.2 -0.3 0.2 0.127
H -5.1241 2.5612 2.0705 0.1 0.2 -0.2 0.085
H -3.9347 3.3579 3.0869 0.0 -0.1 -0.1 0.080
H -3.4213 2.1607 1.8755 0.1 0.1 0.0 0.093
H -2.4248 3.1791 4.5891 0.2 -0.2 -0.3 0.143
H 0.2560 3.4099 4.3596 0.1 -0.1 -0.1 0.127
H 2.3707 2.3500 7.0074 -0.1 0.1 -0.1 0.085
H 1.7156 3.3629 5.7322 0.0 -0.2 0.1 0.081
H 0.7029 2.1117 6.4960 0.1 0.1 -0.1 0.088
H 4.1075 1.1829 6.2174 -0.3 -0.2 -0.4 0.118
F 0.7058 2.4340 -0.1476 0.5 -0.7 -0.7 0.034
C 1.2686 1.6827 -1.1576 -0.1 0.3 0.4 -0.225
C 1.4917 2.3140 -2.3796 0.1 -0.3 0.1 0.024
C 2.0544 1.5596 -3.4213 0.0 -0.3 0.0 -0.051
C 2.3346 0.2182 -3.2279 0.1 0.1 0.0 -0.019
C 2.0847 -0.4373 -1.9803 0.0 0.7 -0.3 -0.184
C 2.4385 -1.8069 -1.9548 0.2 -0.3 -0.5 0.067
C 2.2201 -2.9080 -1.0918 -0.2 -0.7 0.2 -0.183
C 2.9624 -4.0964 -1.3857 -0.1 0.1 0.0 -0.015
C 2.8563 -5.2338 -0.6048 0.0 0.1 0.0 -0.049
C 2.0268 -5.2384 0.5311 0.1 0.4 -0.4 0.029
C 1.2779 -4.0923 0.7947 -0.6 -0.1 0.6 -0.228
F 0.4771 -4.1078 1.9210 0.7 0.2 -1.2 0.039
C 1.2886 -2.9636 -0.0179 0.5 0.2 0.0 0.043
C 1.5732 0.3496 -0.9104 -0.2 -0.1 -0.6 0.074
H 1.2457 3.3646 -2.5272 0.0 -0.3 0.2 0.129
H 2.2751 2.0271 -4.3843 -0.1 -0.1 0.4 0.120
H 2.7705 -0.3794 -4.0321 -0.1 0.3 0.2 0.119
H 3.0126 -2.1007 -2.8474 -0.2 0.2 0.4 0.119
H 3.6047 -4.0778 -2.2696 -0.1 -0.1 0.4 0.121
H 3.4192 -6.1330 -0.8695 -0.2 0.4 0.1 0.120
H 1.9580 -6.1161 1.1700 -0.1 0.3 -0.1 0.130
H 0.6486 -2.1062 0.1687 0.0 -0.4 0.0 0.106
H 1.4675 -0.0823 0.0740 -0.2 0.2 0.1 0.057

---

# 4
81
Properties=species:S:1:pos:R:3:forces:R:3:mulliken_spin:R:1 method="wB97M-V/def2-TZVPD" charge=+1 s_squared=0.7954 e_homo_ev="-9.91 / -9.88" multiplicity=2
Ir -0.1443 -0.1398 -0.4093 5.0 -1.2 -0.1 0.632
C 1.4097 1.1957 3.8870 0.1 0.0 0.0 0.012
C 0.5256 1.1077 2.6752 0.6 -0.5 -0.5 0.011
N 1.0229 0.5648 1.5749 -2.6 0.2 -1.2 0.108
N 2.3265 0.3565 1.6185 2.4 -0.7 -0.3 0.019
C 3.0264 -0.1577 0.6622 -0.8 1.2 1.8 0.010
S 2.4900 -0.8005 -0.8110 -2.8 0.1 -0.2 -0.108
S 4.7753 -0.1331 0.8636 0.5 0.1 -0.3 -0.010
C 4.9252 -0.5823 2.6387 -0.3 -0.1 -0.4 -0.002
C 4.6054 -2.0374 2.7569 0.1 -0.1 0.2 -0.003
C 3.3020 -2.4626 2.9830 0.0 0.1 0.1 0.000
C 2.9991 -3.8111 3.0057 0.0 -0.2 -0.1 -0.001
C 3.9999 -4.7482 2.8028 -0.1 0.0 0.0 0.000
C 5.3012 -4.3317 2.5799 0.1 0.0 -0.1 0.000
C 5.6025 -2.9833 2.5453 -0.2 0.0 0.1 0.002
C -0.7954 1.6392 2.7741 -1.4 -0.4 -0.6 -0.005
C -1.0897 2.6411 3.7175 -0.1 0.1 -0.1 -0.026
C -2.3575 3.1423 3.8707 0.0 0.0 -0.1 0.038
C -3.4130 2.6408 3.0911 0.3 0.1 0.3 -0.013
C -3.1829 1.6704 2.1636 0.5 -0.3 -0.5 0.020
C -1.8754 1.1317 1.9537 0.5 2.0 1.7 0.007
O -1.7102 0.1968 1.1274 0.3 -2.1 -1.9 0.220
H 2.0069 0.2898 3.9726 0.0 0.1 0.0 -0.001
H 0.8211 1.3081 4.7936 0.0 0.1 -0.1 0.001
H 2.0976 2.0369 3.7854 0.1 0.0 0.1 0.000
H 4.2432 0.0606 3.1883 0.1 0.0 0.1 0.000
H 5.9555 -0.3591 2.9106 0.0 0.1 -0.1 -0.001
H 2.5183 -1.7354 3.1322 -0.1 0.0 0.0 0.001
H 1.9804 -4.1292 3.1658 -0.1 0.0 0.0 0.000
H 3.7664 -5.8016 2.8071 0.0 -0.1 0.0 0.000
H 6.0838 -5.0564 2.4152 0.1 -0.1 0.0 0.000
H 6.6127 -2.6615 2.3462 0.2 0.1 0.0 0.000
H -0.2854 3.0634 4.3002 0.0 0.0 0.1 -0.001
H -2.5451 3.9277 4.5826 0.0 0.1 0.1 0.002
H -4.4086 3.0316 3.2300 -0.1 0.0 0.0 0.000
H -3.9728 1.2844 1.5386 -0.1 -0.1 0.0 0.000
C 1.6804 5.2941 -0.2738 -0.1 -0.3 -0.1 0.000
C 2.1993 4.8029 -1.4679 0.1 0.1 -0.1 0.000
C 1.8377 3.5606 -1.9364 -0.3 -0.3 0.1 0.002
C 0.9429 2.7657 -1.1941 0.9 2.0 -0.2 0.010
C 0.4064 3.2775 -0.0034 -0.1 -0.7 -0.3 -0.011
C 0.7738 4.5267 0.4461 0.0 0.2 0.0 -0.003
N 0.6039 1.5200 -1.6246 -1.3 -2.4 -1.9 0.026
N 0.7645 1.1980 -2.8603 1.3 4.4 1.9 0.001
C 0.4959 -0.0170 -3.3043 -1.1 -3.2 -0.4 -0.002
C 0.7544 -0.3527 -4.6534 0.0 0.8 1.1 -0.001
C 0.4450 -1.6065 -5.1056 -0.4 -0.8 0.2 0.007
C -0.1690 -2.5146 -4.2364 0.4 0.6 -0.6 -0.005
C -0.3991 -2.1303 -2.9330 -0.4 -0.6 0.4 0.012
N -0.0557 -0.9409 -2.4577 0.0 1.4 0.7 -0.010
H 1.9683 6.2711 0.0824 0.0 0.1 0.0 0.000
H 2.8913 5.3992 -2.0414 0.1 0.1 0.0 0.000
H 2.2181 3.1692 -2.8688 0.1 0.0 0.0 0.000
H -0.3248 2.6919 0.5339 0.0 0.0 0.1 0.014
H 0.3405 4.9136 1.3569 0.0 0.0 0.1 0.000
H 1.2075 0.3923 -5.2857 0.0 0.1 0.0 0.000
H 0.6695 -1.8954 -6.1213 0.0 0.0 -0.1 0.000
H -0.4504 -3.4981 -4.5741 0.0 -0.1 0.1 0.000
H -0.8815 -2.8122 -2.2491 0.1 0.0 0.2 -0.001
F -1.6011 -2.4159 0.1365 -0.5 -0.5 -0.1 -0.003
C -0.3213 -2.0296 0.3432 -0.9 0.4 0.7 -0.038
F 0.4293 -3.0186 -0.1893 0.2 0.3 -0.3 0.000
F -0.1136 -2.1027 1.6699 0.2 0.0 0.1 -0.002
N -2.0472 0.8788 -1.3945 0.1 -0.1 0.3 0.060
C -2.9929 0.7913 -2.0543 0.4 0.1 0.3 0.019
N -4.0487 0.7256 -2.7843 -0.4 0.0 -0.2 0.009
C -4.0980 1.3050 -4.1145 0.1 0.1 -0.8 -0.002
C -4.5576 0.2534 -5.1232 -0.2 0.2 0.1 0.001
C -5.8782 -0.3702 -4.6741 0.2 -0.2 0.0 0.000
C -5.7283 -0.9612 -3.2739 -0.1 0.3 0.0 0.001
C -5.2769 0.1232 -2.2986 -0.5 -0.5 0.2 0.000
H -3.1090 1.6887 -4.3762 -0.1 0.0 0.1 0.001
H -4.8068 2.1424 -4.1028 0.1 0.0 0.0 -0.001
H -3.7948 -0.5236 -5.2143 0.1 0.0 0.0 0.000
H -4.6757 0.7288 -6.0974 0.1 0.0 0.0 0.000
H -6.1771 -1.1486 -5.3766 -0.1 0.1 0.0 0.000
H -6.6590 0.3931 -4.6669 -0.1 0.0 0.0 0.000
H -4.9890 -1.7654 -3.2879 0.0 0.0 0.0 0.000
H -6.6764 -1.3757 -2.9335 0.0 -0.1 0.1 0.000
H -5.1046 -0.2928 -1.3040 0.0 0.1 -0.1 0.001
H -6.0439 0.9042 -2.2301 0.1 0.0 0.1 0.000

---

Energy relative to the best compared isomer or geometry (same formula, charge and spin) list, top to bottom, in kcal per mole: 0.0; 21.0; 15.0; 81.5
Molecular weight list, top to bottom, in g mol⁻¹: 648.58; 758.78; 507.65; 869.03